Entry 1:
Formula: C48H40BF4O30
Source: the Open Molecules 2025 dataset
Level of theory: ωB97M-V/def2-TZVPD

Highest occupied orbital energy in eV: -6.92
Relative energy (zero: lowest compared OMol25 entry of this formula, charge and spin) in eV: 1.754
Largest force on an atom in Eh/bohr: 0.2236
Gap between HOMO and LUMO in eV: 6.13
Charge: -1

```
123
Properties=species:S:1:pos:R:3:forces:R:3
F 10.24500 26.68800 2.99000 -0.106 -0.831 -0.130
F 8.84000 27.38900 1.32200 -1.742 -1.504 -1.135
F 11.10900 27.33000 0.88300 -0.546 -0.550 0.288
F 10.10700 28.84500 2.28900 0.796 0.011 0.244
O 9.28700 31.84500 3.70200 1.005 0.850 3.105
O 10.88900 19.50600 3.58400 -0.444 2.338 1.897
O 13.67300 21.15500 0.62300 -0.196 -1.166 -0.458
O 11.02900 25.01100 -0.50900 1.798 -1.446 0.860
O 11.33000 30.48500 5.05800 -1.725 3.176 0.608
O 7.44600 29.78400 -6.03000 3.009 4.309 2.077
O 4.07300 27.70700 -0.00400 1.534 -1.288 0.519
O 6.10000 23.11900 4.56000 0.404 -0.149 -0.730
O 7.47800 27.67700 -4.11900 -0.172 0.949 -1.223
O 7.85400 30.01500 10.07600 1.292 0.788 2.946
O 9.23100 19.84800 5.85900 1.317 2.558 -1.345
O 11.25400 33.83600 8.53500 -2.511 -0.205 -2.845
O 15.59800 28.39100 4.17000 -2.210 0.524 -3.491
O 10.15000 24.64200 5.49900 1.337 -4.051 -1.896
O 8.99800 35.08200 7.32500 0.539 -0.489 0.098
O 8.42700 28.49600 4.73100 -0.610 1.154 4.052
O 9.21700 30.65900 -0.73600 -1.238 0.962 -4.255
O 7.10900 19.84600 1.09200 3.264 3.306 0.534
O 8.87300 21.74700 0.06200 -0.145 -0.294 0.583
O 13.37000 26.42100 -0.72300 -0.379 0.239 -0.077
O 12.46600 29.73100 -0.97500 0.576 0.439 -3.758
O 7.65000 25.10500 3.41600 0.784 -0.860 -1.454
O 6.19000 31.11700 8.15800 -1.401 1.280 0.793
O 11.18000 28.95800 -3.19300 0.945 -0.160 0.190
O 15.68500 22.81700 1.35900 0.342 0.350 -1.008
O 9.13800 32.67500 -2.41200 -0.091 -1.943 -0.226
O 10.37100 27.97400 6.66000 2.979 -2.553 -1.343
O 11.74000 24.29100 3.24500 5.594 -7.481 -0.764
O 15.20200 32.66000 -3.82800 -1.312 -1.322 -0.844
O 13.87100 31.98300 -6.06300 -1.082 -1.333 1.968
C 10.66200 33.40800 7.49800 3.511 -2.042 2.272
C 10.39900 23.45100 5.06300 -1.979 3.977 1.874
C 11.45400 21.75800 3.46800 -2.550 7.379 5.705
C 5.90500 26.11300 -0.07000 -1.579 0.044 -1.264
C 8.37500 28.86200 6.09300 -7.773 4.241 -2.516
C 8.33800 31.35500 -4.23500 -1.862 -8.650 1.726
C 7.82500 29.98600 -4.70400 1.666 6.333 -1.372
C 14.69100 24.64400 0.06500 -3.328 -6.904 0.878
C 12.80800 30.29100 -2.21500 4.261 3.555 2.899
C 9.91300 20.98500 5.23600 -3.589 1.646 3.987
C 4.84300 26.92600 0.56300 -2.191 0.865 0.296
C 9.63700 32.28500 4.84400 -1.032 -0.414 -3.487
C 9.40300 28.53400 7.02500 -0.563 2.803 2.457
C 9.53900 33.98900 6.77100 -3.582 -0.035 -5.472
C 7.06800 30.36200 7.85400 1.275 -0.613 0.197
C 7.50200 23.84000 2.81800 5.863 1.636 -4.217
C 12.12000 29.73300 -3.37600 -2.032 0.303 -1.083
C 8.80700 31.54800 -2.78800 -1.190 3.445 -4.495
C 13.46100 31.41400 -4.87000 -3.346 -3.982 -1.853
C 8.12500 29.98900 8.82700 5.367 -5.692 -3.511
C 13.54400 22.31800 0.30100 2.180 -0.871 2.140
C 4.72200 26.65500 2.04200 -3.425 -0.850 0.324
C 15.37800 29.19200 1.88900 -2.545 0.198 -2.809
C 8.61500 30.40200 -2.02500 -0.265 -6.040 4.829
C 11.31700 23.22200 3.90900 -0.904 -5.521 -1.140
C 6.62100 22.78700 3.48300 -0.490 4.247 3.272
C 13.54600 27.67000 3.11400 -0.986 2.697 -2.439
C 13.83600 31.43000 -2.40000 -4.525 -5.473 -0.110
C 13.42800 25.26400 -0.35700 2.909 0.358 0.059
C 10.74600 31.65600 5.54000 3.656 -0.956 6.855
C 8.42000 23.42600 1.63300 -5.232 -0.189 5.356
C 9.03500 33.45500 5.42200 4.132 0.412 6.662
C 14.88000 28.47300 3.12300 1.795 -1.211 3.457
C 14.25600 31.84900 -3.71700 0.638 1.563 2.230
C 9.63600 22.34900 5.66400 5.200 -5.663 -5.746
C 10.80600 20.64000 4.12300 0.513 -1.721 -2.427
C 12.28000 24.42400 -0.24100 -4.922 -4.463 0.754
C 12.35200 30.30500 -4.67600 3.969 2.983 -4.903
C 6.46700 21.55000 2.98100 5.069 -3.336 -9.766
C 8.25000 22.11200 1.06200 0.210 -0.188 -0.992
C 7.99000 29.12300 -2.42000 2.835 5.376 1.884
C 11.16500 32.13600 6.92900 -0.338 -1.727 -4.903
C 7.17000 29.80200 6.57000 8.209 -5.811 -0.695
C 7.26000 21.12400 1.64300 -3.514 0.349 5.050
C 12.36700 22.97200 0.10100 -4.411 5.322 -2.936
C 14.65000 23.21000 0.55700 4.399 7.824 -0.787
C 9.32300 29.12400 8.36300 -5.702 3.421 0.028
C 7.72500 28.84100 -3.82500 -0.069 -1.313 2.713
B 10.07100 27.49700 1.84500 1.194 2.783 0.671
H 5.52700 25.18800 -0.51500 0.171 -0.491 1.121
H 11.95900 28.90000 -1.24800 0.390 1.114 0.668
H 8.69500 29.67500 10.50600 -1.599 0.456 -0.114
H 8.40400 25.84400 3.09800 -2.377 -3.402 0.396
H 11.19600 24.95200 3.29300 -5.202 6.669 1.017
H 10.83400 30.44100 4.23000 -0.023 -0.952 -1.061
H 6.94400 29.04200 -6.03500 -2.399 -4.029 -0.192
H 14.35000 31.81200 -1.57700 0.587 0.487 1.218
H 16.19800 29.82700 1.77500 2.219 0.409 1.532
H 12.00500 21.64300 2.68100 3.133 -1.211 -4.579
H 9.04700 29.96800 -0.15100 -0.455 -2.163 1.737
H 4.85300 25.60300 2.27200 0.500 -0.346 -0.261
H 6.20400 26.55300 -0.94700 0.502 1.696 -2.454
H 15.33200 25.31600 0.46100 2.601 1.766 1.001
H 7.94300 28.36600 -1.65300 -0.106 -0.248 -0.188
H 6.07100 20.69100 3.30200 -2.171 -2.385 2.107
H 8.52700 20.15300 6.47100 0.740 0.151 -0.594
H 8.03900 19.75600 0.62900 -2.342 0.040 0.486
H 12.05800 31.63100 7.42600 -1.528 0.775 -0.743
H 16.46800 23.46300 1.34200 -2.061 -1.094 -0.118
H 13.08100 27.47100 2.12100 1.306 -0.323 -0.039
H 10.90000 25.95000 -0.18700 1.146 -0.776 -0.305
H 6.78200 26.16500 0.47400 1.637 -1.060 1.686
H 8.56000 32.09400 -4.85900 0.437 2.932 -2.846
H 14.71100 29.94600 1.33300 -0.470 -1.433 1.223
H 11.86800 29.74900 -5.69200 1.328 1.942 3.237
H 14.65600 32.53900 -5.84900 -0.400 -0.197 0.280
H 15.50900 28.45200 1.07300 -0.167 -0.048 0.497
H 3.62600 26.80200 2.44400 2.232 0.548 -0.792
H 8.30000 35.44400 6.77200 -0.142 -0.076 -0.163
H 9.20000 27.93600 4.64000 0.864 -0.444 -0.179
H 5.47600 27.16500 2.57400 0.690 0.877 0.846
H 12.70900 28.38700 3.31200 0.718 -0.277 1.018
H 9.02600 22.53600 6.39900 -3.322 1.095 3.862
H 13.48100 26.78700 3.68800 0.323 -0.573 1.033
H 6.49800 30.13000 5.93700 -3.139 1.242 -3.540
H 8.28900 33.84700 4.85200 -2.119 1.543 -1.036
H 11.51400 22.27500 0.05700 -0.064 0.983 0.003
H 10.13900 28.87000 8.96100 0.967 -0.233 1.380
H 9.12500 24.03200 1.17100 1.064 1.337 -0.573
```
Positions in Å, forces in eV/Å.

Atomic partial charges in e from the Mulliken method, atoms 1 to 6: -0.219 -0.284 -0.107 -0.224 -0.566 -0.604

Entry 2:
Formula: C48H40BaIN9O13S2
Source: the Open Molecules 2025 dataset
Level of theory: ωB97M-V/def2-TZVPD

Highest occupied orbital energy in eV: -0.14
Relative energy (zero: lowest compared OMol25 entry of this formula, charge and spin) in eV: 4.422
Largest force on an atom in Eh/bohr: 0.1348
Gap between HOMO and LUMO in eV: 2.83
Charge: -2

```
114
Properties=species:S:1:pos:R:3:forces:R:3
Ba 12.29210 11.85402 11.61259 -1.958 -1.135 -0.779
I 10.57526 6.52126 15.33493 -0.024 0.052 0.186
S 14.48001 14.51308 13.49387 -0.293 -0.119 0.841
S 15.93957 15.74412 9.10425 -1.339 -0.690 1.096
O 10.92705 13.62025 10.48978 1.794 0.341 0.965
O 15.17789 7.49366 11.29766 0.194 0.609 -0.489
O 15.35604 14.68766 10.04411 0.828 0.941 -1.411
O 9.91777 11.40794 13.48097 1.221 -0.382 0.974
O 11.45164 13.90854 5.83297 -2.286 -1.454 2.355
O 10.58622 10.65446 8.94176 0.258 -0.390 -1.922
O 8.13219 9.61072 4.71396 -0.894 0.519 -0.712
O 6.91679 11.40073 4.29845 -0.275 -0.888 -0.196
O 10.14894 15.51715 8.01437 -1.347 -0.216 -0.322
O 9.48849 10.79002 16.15482 0.194 -0.789 1.371
O 12.33442 11.87083 8.55180 -2.113 -0.903 -1.758
O 13.66890 13.61493 12.59400 1.438 0.703 0.790
O 6.70050 14.20485 8.43097 -0.160 0.226 -0.233
N 15.71561 10.79701 12.02881 -0.550 1.355 0.458
N 12.97026 9.48694 13.33861 -1.890 -0.202 2.362
N 7.89205 11.44137 12.39388 -2.098 -2.464 2.398
N 13.58291 8.38551 12.96883 0.188 -2.515 -0.552
N 8.83560 14.91419 7.56500 0.712 1.537 1.417
N 17.68898 10.01896 12.71420 1.663 0.080 0.749
N 7.85282 10.80537 4.82057 1.597 1.566 1.420
N 8.48790 12.10382 11.50421 3.623 4.598 -3.715
N 11.20509 11.33836 8.09576 2.858 1.702 4.525
C 9.99575 14.32168 10.03767 -2.979 -1.224 -0.296
C 12.99797 7.21394 13.46442 -0.437 3.617 1.588
C 9.17903 13.73824 6.92990 -0.252 -3.610 -2.415
C 9.02927 16.65557 9.79568 -0.353 -1.079 -0.008
C 18.39896 15.66625 7.84016 -0.799 -0.525 0.279
C 17.72951 13.83032 15.81041 1.663 -1.495 0.789
C 8.70113 13.80301 9.80090 1.034 1.448 -0.373
C 8.70451 11.16282 13.45703 -2.410 0.320 -1.692
C 17.40520 10.86336 13.84901 -0.137 -1.748 0.682
C 16.46835 14.21397 15.28503 -1.365 0.261 -2.288
C 11.97469 7.70115 14.38405 1.677 0.744 -2.005
C 16.17168 7.88011 10.52051 1.052 -0.024 1.148
C 8.24560 12.79473 6.32858 2.839 3.582 0.796
C 7.84612 16.07999 9.54177 1.408 0.469 -0.922
C 17.28254 16.33578 11.48890 -0.212 1.386 0.141
C 16.86510 12.87518 13.25734 0.408 -1.685 -1.403
C 18.18380 9.15145 10.03188 -0.839 -0.580 0.346
C 16.62891 6.91043 9.61408 -0.287 -0.442 -0.631
C 19.44766 13.57595 7.26646 -1.190 -1.107 0.177
C 6.45426 10.26661 14.24552 -0.213 -0.928 1.143
C 7.79979 10.53819 14.55059 0.409 0.656 -1.559
C 9.89829 10.94635 6.12489 -2.060 0.799 0.466
C 16.18345 16.63009 12.51092 0.573 1.194 0.830
C 5.65337 9.67352 15.24875 0.139 0.695 -0.979
C 10.61325 13.31328 6.53213 0.852 -0.085 -0.441
C 16.10824 11.48579 13.28992 -0.286 0.071 -0.176
C 17.15602 13.57891 8.00936 0.873 0.732 0.568
C 16.95048 16.87546 10.12097 -0.096 1.813 -0.934
C 19.48175 14.95786 7.38581 0.299 -1.014 -0.299
C 11.98528 9.12984 14.26294 1.081 -2.151 -1.325
C 18.35286 12.70846 15.35329 0.944 1.285 0.661
C 16.07169 13.76585 14.06686 -0.487 2.768 0.271
C 7.90841 14.70747 8.86764 1.970 0.128 1.203
C 10.16969 15.72561 9.49492 0.253 -0.103 -1.132
C 8.27784 10.22403 15.80696 0.388 -0.341 0.285
C 16.97442 9.03687 10.73270 -1.070 -0.938 -1.356
C 8.05859 12.69577 10.41121 -0.598 -2.791 1.618
C 10.64126 11.77981 6.92885 1.417 1.425 -1.042
C 18.25131 12.85380 7.50163 0.022 1.469 0.228
C 17.76568 7.04044 8.85185 0.502 1.490 0.424
C 6.19018 9.22445 16.43464 0.062 -0.657 0.247
C 7.55424 9.35727 16.63112 0.547 1.081 0.763
C 17.30419 14.95070 8.33589 0.566 -1.269 -1.664
C 8.75788 11.63830 5.68060 -0.717 -3.116 -0.798
C 16.67194 10.01303 11.77702 1.349 -0.688 0.907
C 14.81976 15.99347 12.44330 -0.475 -0.772 -1.375
C 18.58686 8.18444 9.13178 -0.665 -0.759 -0.622
C 18.12923 12.20601 13.96013 -1.293 0.203 -0.270
H 18.76632 10.01542 10.29315 0.498 0.193 -0.291
H 8.06688 8.93893 17.49008 -0.142 0.075 0.243
H 19.51041 8.31855 8.61643 0.524 0.047 -0.389
H 15.27351 11.55994 13.96626 -0.447 -0.302 0.168
H 17.51690 15.30987 11.40605 0.179 -1.324 0.007
H 16.52555 17.95405 10.10486 0.205 -1.895 0.288
H 18.16240 11.78996 7.30810 0.057 0.151 0.011
H 17.98600 6.33419 8.03237 0.133 0.351 0.774
H 10.02980 9.86069 6.00534 -0.123 0.758 0.220
H 11.27002 9.79166 14.70074 -0.102 0.587 -0.029
H 16.01899 6.01656 9.56308 -0.082 0.041 -0.184
H 13.44503 6.22790 13.32239 -0.331 0.500 -0.117
H 18.39031 9.29264 12.75284 -0.339 0.069 -0.132
H 16.55641 16.48261 13.52564 0.327 -0.202 0.085
H 18.14809 14.42556 16.63202 -0.372 -0.710 0.093
H 18.22498 16.86131 11.74429 -0.518 -0.279 0.403
H 20.40732 15.38525 7.09369 0.492 0.904 -0.257
H 20.32297 13.03511 6.92667 0.016 0.105 -0.002
H 17.07068 13.15478 12.21158 -0.288 0.328 0.406
H 6.06464 10.46529 13.24200 0.328 0.135 0.615
H 11.16382 16.14677 9.69541 -0.211 -0.255 -0.147
H 14.10375 16.72178 12.85631 -0.008 -0.482 -0.283
H 19.04555 12.25960 13.35185 -0.166 0.044 0.345
H 7.25720 13.18753 6.20557 -0.471 -0.643 -0.415
H 17.41665 10.29910 14.83438 -0.310 0.361 -1.069
H 6.94884 16.62305 9.68198 -1.080 0.146 -0.063
H 18.30144 16.72923 7.74180 0.513 0.428 0.201
H 17.86588 16.96348 9.53030 -0.131 0.100 0.358
H 7.15605 12.31780 9.91121 -0.352 0.304 0.244
H 9.20447 17.67232 10.12413 -0.201 -0.088 0.171
H 9.69740 10.61022 17.10710 -0.488 -0.008 -1.312
H 14.53503 15.60648 11.39103 0.234 0.770 1.819
H 16.18638 13.16521 8.21378 -0.128 -0.579 0.174
H 6.74831 14.31408 7.47562 -0.503 0.064 0.024
H 5.55238 8.74747 17.19357 0.400 0.039 -0.439
H 14.73760 8.18625 11.95872 -0.668 -0.482 0.109
H 15.81288 14.86052 15.84137 -0.140 0.175 0.215
H 4.59848 9.55986 15.09357 -0.420 -0.072 -0.226
H 19.16108 12.25642 15.97323 -0.367 0.529 -0.761
H 16.02648 17.73159 12.50197 0.033 -0.475 -0.229
```
Positions in Å, forces in eV/Å.

Atomic partial charges in e from the Mulliken method, atoms 1 to 6: 1.976 -0.035 0.079 0.183 -0.373 -0.634

Q: What is the gap between HOMO and LUMO in the first record?
A: 6.13 eV

Q: Which value of largest force on an atom does entry 1 give?
A: 0.2236 Eh/bohr

Q: What is the charge in the second record?
A: -2

Q: Number 1 is which compound?
A: C48H40BF4O30